The following is a DFT calculation (wB97M-V/def2-TZVPD) of a structure of composition C43H53N2Si2Tl.

Properties
**E_LUMO (spin up / spin down)**: -0.76 / -0.69 eV
**Multiplicity**: 1
**Energy relative to the best compared isomer or geometry (same formula, charge and spin)**: 269.9 kJ/mol
**DFT total energy**: -2531.16271 a.u.
**Frontier orbital gap (spin up / spin down)**: 6.87 / 6.64 eV

Last column: Löwdin charge in e.
Atoms and positions in Å:
Tl -1.065 2.438 1.552  0.9415
C -3.332 2.715 3.043  -0.2585
C -2.519 3.807 3.422  -0.2570
C -2.456 4.704 2.329  -0.2495
C -3.226 4.166 1.277  -0.2439
C -3.767 2.936 1.714  -0.2464
H -3.612 1.886 3.679  0.0896
H -2.063 3.954 4.391  0.0893
H -1.919 5.642 2.311  0.0885
H -3.383 4.620 0.309  0.0899
H -4.428 2.298 1.146  0.0902
C -2.573 -0.506 1.327  -0.0362
Si -1.173 -1.703 1.522  0.6474
C -0.269 -1.253 3.131  -0.2176
N 0.158 0.135 3.304  -0.2352
C -0.130 0.700 4.636  -0.1933
C 1.072 1.405 5.255  -0.1881
C 2.275 0.465 5.280  -0.1804
C 2.588 -0.079 3.869  -0.1607
C 1.528 0.375 2.864  -0.2382
C -0.170 -1.722 -0.110  -0.4549
C -1.061 -2.305 -1.188  -0.0979
C -0.669 -2.751 -2.376  -0.0571
C 0.770 -2.888 -2.812  -0.2438
C 1.819 -3.334 -0.553  -0.0309
C 1.146 -2.419 0.142  -0.0836
C -1.881 -3.416 1.874  -0.2303
C -2.866 -3.564 2.854  -0.1026
C -3.392 -4.807 3.169  -0.0884
C -2.940 -5.938 2.503  -0.0911
C -1.962 -5.815 1.526  -0.0817
C -1.440 -4.566 1.217  -0.0798
H -3.192 -0.230 2.176  0.0086
H -3.032 -0.253 0.376  0.0121
H 0.527 -1.980 3.360  0.0947
H -1.051 -1.472 3.869  0.0809
H -0.433 -0.105 5.316  0.1174
H -0.979 1.391 4.565  0.0917
H 0.809 1.716 6.268  0.1150
H 1.304 2.321 4.705  0.1108
H 2.045 -0.363 5.956  0.1088
H 3.144 0.972 5.702  0.1043
H 2.636 -1.170 3.887  0.0994
H 3.567 0.261 3.524  0.1092
H 1.675 -0.129 1.910  0.0885
H 1.653 1.443 2.658  0.0903
H -2.133 -2.253 -1.008  0.1142
H -1.431 -3.064 -3.082  0.1194
H 0.778 -3.303 -3.825  0.1530
H 2.753 -3.683 -0.123  0.1144
H 1.625 -2.106 1.067  0.0942
H -3.241 -2.691 3.381  0.0977
H -4.158 -4.894 3.930  0.1014
H -3.348 -6.911 2.744  0.1007
H -1.604 -6.693 1.003  0.1018
H -0.677 -4.490 0.451  0.0863
C 0.082 -0.238 -0.507  -0.2204
Si 0.654 0.001 -2.284  0.7359
C 1.875 1.453 -2.207  -0.2320
N 1.320 2.515 -1.363  -0.2132
C 0.293 3.329 -2.038  -0.2007
C 0.681 4.802 -2.163  -0.1833
C 2.120 4.926 -2.656  -0.1850
C 3.100 4.233 -1.685  -0.1710
C 2.337 3.332 -0.711  -0.2152
C -0.793 0.386 -3.428  -0.2415
C -2.017 0.879 -2.974  -0.0979
C -3.050 1.166 -3.854  -0.0799
C -2.880 0.963 -5.217  -0.0902
C -1.671 0.473 -5.691  -0.0866
C -0.644 0.189 -4.802  -0.0928
C 1.511 -1.563 -2.863  -0.1717
C 1.466 -3.928 -1.899  -0.2585
C 2.658 -4.558 -2.559  -0.0473
C 3.585 -3.927 -3.323  -0.1068
C 3.693 -2.547 -3.619  -0.0580
C 2.808 -1.496 -3.288  -0.1131
H 0.806 0.245 0.153  0.0550
H -0.841 0.336 -0.385  0.0010
H 2.201 1.815 -3.196  0.0934
H 2.768 1.057 -1.708  0.0906
H -0.669 3.238 -1.518  0.0843
H 0.136 2.933 -3.045  0.1104
H 0.566 5.315 -1.205  0.1105
H -0.010 5.289 -2.854  0.1140
H 2.387 5.976 -2.788  0.1034
H 2.188 4.465 -3.646  0.1064
H 3.679 4.967 -1.120  0.1062
H 3.823 3.636 -2.244  0.1004
H 1.842 3.939 0.052  0.1052
H 3.022 2.670 -0.176  0.1162
H -2.178 1.052 -1.914  0.0912
H -3.991 1.549 -3.476  0.1029
H -3.686 1.185 -5.905  0.1005
H -1.530 0.309 -6.752  0.1010
H 0.293 -0.203 -5.189  0.1030
H 0.742 -4.734 -1.732  0.1411
H 2.784 -5.624 -2.402  0.1059
H 4.388 -4.544 -3.714  0.0987
H 4.612 -2.247 -4.109  0.0954
H 3.241 -0.506 -3.412  0.0884

The following is a DFT calculation (wB97M-V/def2-TZVPD) of a structure of composition C43H53N4O28PY.

Properties
**Expectation value of S²**: 0.776
**E_LUMO (spin up / spin down)**: -7.69 / -9.62 eV
**Multiplicity**: 2
**Net charge**: +2
**Energy relative to the best compared isomer or geometry (same formula, charge and spin)**: 0.0 kJ/mol
**DFT total energy**: -4375.25402 a.u.
**Frontier orbital gap (spin up / spin down)**: 5.25 / 3.32 eV

Last column: Mulliken spin population.
Atoms and positions in Å:
C -2.630 -1.965 4.127  -0.0008
C -1.365 -1.169 4.118  -0.0001
C -0.738 -1.268 5.545  0.0001
O 0.483 -0.527 5.634  0.0000
C 1.153 -0.680 6.841  0.0000
N -0.349 -1.723 3.148  -0.0011
H -0.650 -1.530 2.203  0.0013
H 0.517 -1.228 3.309  0.0000
H -0.286 -2.703 3.382  -0.0001
H -2.557 -2.850 4.759  0.0000
H -2.870 -2.244 3.101  0.0003
H -3.514 -1.483 4.546  -0.0001
H -1.591 -0.138 3.847  -0.0001
H -0.476 -2.260 5.912  0.0000
H -1.455 -0.924 6.290  0.0000
H 2.101 -0.152 6.741  0.0000
H 1.364 -1.742 6.968  0.0000
H 0.527 -0.297 7.646  0.0000
Y 2.106 0.318 -2.221  -0.0001
P 0.262 -0.505 -0.541  -0.0006
O 1.490 0.387 -0.054  0.0002
O -0.836 -1.165 0.408  -0.0113
O 1.207 -1.481 -1.272  0.0073
O -0.169 0.402 -1.676  0.0062
C 2.655 3.385 -0.457  0.0000
O 2.608 2.607 -1.381  0.0000
N 1.634 4.167 -0.078  0.0000
C 1.814 5.173 0.923  0.0000
C 0.328 3.824 -0.547  -0.0002
H 3.568 3.657 0.094  0.0000
H 2.820 5.586 0.857  0.0000
H 1.572 4.830 1.929  0.0000
H 1.131 6.022 0.893  0.0000
H -0.181 4.672 -1.004  0.0000
H 0.170 2.997 -1.238  0.0001
H -0.229 3.677 0.378  0.0000
C 4.831 0.198 0.022  0.0001
O 4.054 0.159 -0.948  0.0000
N 6.018 0.883 -0.042  0.0000
C 6.997 0.558 0.937  0.0000
C 6.662 1.484 -1.223  0.0000
H 4.642 -0.194 1.033  0.0000
H 7.798 1.294 0.871  0.0000
H 7.504 -0.398 0.806  0.0000
H 6.661 0.418 1.964  0.0000
H 5.940 1.753 -1.994  0.0000
H 7.076 2.395 -0.792  0.0000
H 7.437 0.829 -1.621  0.0000
C 0.109 2.579 -4.061  0.0000
O 1.137 2.185 -3.495  0.0001
N 0.175 3.036 -5.315  0.0000
C -1.086 3.029 -6.052  0.0000
C 1.336 3.159 -6.140  0.0000
H -0.913 2.427 -3.681  -0.0001
H -1.241 1.951 -6.102  0.0000
H -1.063 3.454 -7.055  0.0000
H -1.977 3.388 -5.537  0.0000
H 2.243 2.903 -5.592  0.0000
H 1.271 2.619 -7.085  0.0000
H 1.457 4.177 -6.508  0.0000
C 0.661 2.131 2.737  -0.0003
C 1.830 1.466 3.092  0.0002
C 2.519 1.650 4.354  0.0000
O 3.466 1.001 4.791  0.0000
C 1.661 2.493 5.217  0.0001
C 0.545 3.193 4.908  -0.0001
C -0.096 3.054 3.540  -0.0001
O -1.145 3.640 3.085  0.0000
O -0.062 3.990 5.789  0.0000
O 2.529 0.620 2.298  0.0000
H 0.071 1.832 1.883  0.0003
H 2.000 2.564 6.240  0.0000
H -0.923 4.247 5.452  0.0000
H 2.245 0.671 1.383  -0.0001
C -3.843 -0.288 -2.260  0.0118
C -3.274 -0.157 -3.474  0.0171
C -4.006 -0.375 -4.781  -0.0014
O -3.502 -0.406 -5.897  -0.0005
C -5.430 -0.660 -4.514  0.0036
C -6.052 -0.689 -3.286  -0.0003
C -5.311 -0.458 -1.981  0.0018
O -5.783 -0.440 -0.809  -0.0002
O -7.450 -0.693 -3.249  0.0012
O -2.036 0.173 -3.539  0.0069
H -3.151 0.025 -1.492  -0.0080
H -5.988 -0.620 -5.437  0.0002
H -7.629 -0.452 -2.337  -0.0001
H -1.549 0.201 -2.711  -0.0015
C 3.341 -3.629 -0.158  -0.0002
C 2.760 -4.275 -1.229  0.0009
C 3.354 -5.626 -1.704  -0.0002
O 2.970 -6.331 -2.608  0.0000
C 4.701 -5.873 -1.168  0.0000
C 5.253 -5.114 -0.172  -0.0001
C 4.568 -3.976 0.514  0.0000
O 4.960 -3.355 1.494  0.0001
O 6.565 -5.269 0.292  0.0000
O 1.532 -3.844 -1.846  -0.0010
H 2.731 -2.783 0.122  0.0000
H 5.305 -6.733 -1.416  0.0000
H 7.011 -4.454 0.533  0.0000
H 1.429 -2.917 -1.620  -0.0014
C -3.274 -5.950 -1.793  0.2720
C -3.325 -5.163 -2.953  0.1038
C -2.652 -3.886 -3.176  0.0517
O -2.725 -3.210 -4.215  -0.0476
C -2.135 -3.430 -1.925  0.0240
C -2.227 -4.031 -0.717  0.1847
C -2.735 -5.469 -0.489  0.0509
O -2.764 -6.115 0.604  0.0509
O -1.751 -3.473 0.373  0.1248
O -3.829 -5.721 -4.069  0.0831
H -3.700 -6.939 -1.874  -0.0019
H -1.596 -2.511 -2.103  0.0764
H -1.451 -2.574 0.216  0.0026
H -4.154 -5.062 -4.687  -0.0021
C -5.271 2.561 1.617  0.0000
C -4.760 3.439 0.650  0.0000
C -3.565 3.091 -0.234  -0.0003
O -3.180 3.772 -1.210  0.0000
C -2.728 1.991 0.303  0.0004
C -3.273 1.119 1.171  -0.0009
C -4.522 1.369 2.002  -0.0001
O -4.957 0.602 2.842  0.0000
O -2.536 0.085 1.605  -0.0020
O -5.445 4.556 0.226  0.0000
H -6.201 2.857 2.080  0.0000
H -1.802 1.826 -0.227  -0.0002
H -1.930 -0.208 0.921  -0.0003
H -4.971 4.984 -0.491  0.0000

The following is a DFT calculation (wB97M-V/def2-TZVPD) of a structure of composition C43H54BCrN8O2S3Se.

Properties
**Expectation value of S²**: 3.845
**E_LUMO (spin up / spin down)**: -6.51 / -7.50 eV
**Multiplicity**: 4
**Net charge**: +2
**DFT total energy**: -6924.44481 a.u.
**Frontier orbital gap (spin up / spin down)**: 6.43 / 5.44 eV

Last column: Mulliken spin population.
Atoms and positions in Å:
Cr -1.433 0.893 -1.521  3.2698
C -1.110 3.773 2.874  -0.0023
C -0.651 2.351 2.778  0.0245
C -0.460 1.549 3.850  -0.0049
C -0.038 0.196 3.700  -0.0017
N 0.207 -0.308 2.522  0.0092
N 0.010 0.487 1.450  0.0362
B 0.418 -0.027 0.056  -0.0757
N 0.517 -1.576 -0.103  0.0257
N 1.347 -2.204 0.775  0.0030
C 1.469 -3.496 0.650  0.0020
C 0.732 -4.224 -0.328  0.0019
C -0.030 -3.591 -1.244  0.0081
C -0.762 -4.301 -2.341  -0.0058
C -0.101 -2.174 -1.119  0.0300
S -0.889 -1.236 -2.307  -0.1176
C 2.448 -4.237 1.548  -0.0008
C 3.259 -3.265 2.392  -0.0003
C 1.654 -5.190 2.455  0.0005
C 3.407 -5.050 0.663  -0.0001
N 1.621 0.712 -0.532  -0.0006
N 2.599 0.570 0.404  -0.0020
C 3.771 1.049 0.123  0.0008
C 4.023 1.658 -1.141  0.0015
C 3.040 1.840 -2.050  0.0028
C 3.264 2.530 -3.362  -0.0051
C 1.734 1.363 -1.698  0.0077
S 0.428 1.671 -2.751  -0.0976
C 4.873 0.947 1.160  0.0001
C 5.472 2.345 1.383  0.0002
C 5.942 -0.013 0.616  0.0003
C 4.328 0.422 2.483  -0.0005
C -0.454 1.738 1.513  0.0031
S -0.800 2.523 0.050  -0.0314
C 0.196 -0.718 4.902  0.0035
C -0.563 -0.220 6.135  0.0011
C -0.273 -2.137 4.569  0.0021
C 1.704 -0.703 5.206  0.0043
H -1.241 4.064 3.914  0.0000
H -2.056 3.910 2.347  -0.0008
H -0.383 4.446 2.414  0.0021
H -0.651 1.937 4.841  0.0001
H 0.814 -5.304 -0.351  -0.0003
H -0.663 -5.379 -2.227  -0.0004
H -0.365 -4.021 -3.320  0.0012
H -1.821 -4.037 -2.337  0.0003
H 2.613 -2.586 2.945  -0.0001
H 3.926 -2.667 1.767  0.0000
H 3.869 -3.825 3.103  0.0001
H 0.966 -4.642 3.104  0.0001
H 2.345 -5.745 3.091  0.0000
H 1.078 -5.922 1.883  -0.0001
H 3.893 -4.417 -0.084  0.0000
H 2.908 -5.872 0.146  0.0000
H 4.186 -5.487 1.288  0.0000
H 5.022 2.007 -1.366  -0.0004
H 4.316 2.775 -3.492  -0.0007
H 2.680 3.451 -3.413  0.0004
H 2.944 1.902 -4.195  0.0010
H 5.920 2.760 0.480  0.0000
H 6.262 2.282 2.134  -0.0001
H 4.718 3.047 1.747  0.0000
H 6.392 0.353 -0.310  0.0000
H 5.524 -1.004 0.424  0.0000
H 6.742 -0.119 1.350  -0.0001
H 3.624 1.128 2.933  0.0000
H 5.160 0.282 3.175  0.0001
H 3.808 -0.529 2.363  0.0002
H -1.638 -0.138 5.953  -0.0003
H -0.192 0.740 6.498  0.0000
H -0.422 -0.937 6.945  0.0000
H -1.365 -2.191 4.544  -0.0003
H 0.082 -2.826 5.337  0.0002
H 0.115 -2.466 3.604  -0.0017
H 2.031 0.296 5.506  0.0002
H 2.293 -1.002 4.339  -0.0019
H 1.917 -1.387 6.029  0.0001
Se -4.679 0.406 -1.257  0.0132
N -3.112 -0.005 -0.445  -0.0356
C -3.354 -1.137 0.243  -0.0414
C -2.460 -1.822 1.126  0.0393
C -2.870 -2.960 1.739  0.0046
C -4.177 -3.519 1.543  -0.0021
C -5.071 -2.891 0.756  0.0046
C -4.683 -1.676 0.101  -0.0092
N -5.519 -0.989 -0.660  0.0141
H -1.484 -1.436 1.351  0.0280
H -2.189 -3.457 2.421  -0.0004
H -4.447 -4.434 2.054  0.0000
H -6.074 -3.266 0.604  -0.0002
C -4.914 5.308 -7.430  0.0000
C -4.376 4.452 -6.311  0.0002
C -4.737 3.119 -6.190  -0.0007
C -4.226 2.305 -5.188  0.0013
C -4.703 0.871 -5.123  0.0017
C -3.339 2.871 -4.262  0.0039
C -2.966 4.226 -4.345  0.0008
C -2.003 4.886 -3.385  0.0066
C -3.485 4.981 -5.382  -0.0012
C -2.794 2.044 -3.189  -0.0279
O -2.695 2.431 -1.958  -0.0396
O -2.347 0.859 -3.364  -0.0513
H -5.785 4.854 -7.900  0.0000
H -4.155 5.449 -8.202  0.0000
H -5.195 6.297 -7.067  0.0000
H -5.436 2.692 -6.901  0.0000
H -5.094 0.565 -6.092  0.0001
H -5.524 0.767 -4.410  0.0003
H -3.916 0.175 -4.848  0.0012
H -2.370 4.862 -2.360  -0.0003
H -1.857 5.926 -3.669  0.0011
H -1.022 4.402 -3.399  -0.0021
H -3.189 6.021 -5.467  0.0000